1.
Entry from the OMol25 dataset: a 15-piece molecular cluster, C69H176N8O23 overall (wB97M-V/def2-TZVPD).

Last column: Löwdin charge in e.
CARTESIAN COORDINATES (ANGSTROEM)
C: -9.3098 6.3823 0.7756  -0.07
C: -8.1499 5.5432 1.2197  -0.51
C: -8.6206 4.2341 1.8723  -0.07
O: -7.3565 5.1521 0.1484  -0.05
H: -9.5194 7.1425 1.5281  0.08
H: -10.2529 5.8376 0.7293  0.07
H: -9.1366 6.8222 -0.2066  0.08
H: -7.5749 6.1880 1.8842  0.14
H: -9.4009 4.3802 2.6193  0.07
H: -7.8414 3.6450 2.3561  0.08
H: -9.0992 3.4965 1.2281  0.08
H: -7.8243 4.4787 -0.3509  0.09
C: -1.2850 9.9218 -1.2095  -0.04
C: -2.0673 8.6711 -1.7302  -0.46
C: -1.5163 7.2934 -1.3240  -0.07
O: -3.3831 8.7597 -1.1553  -0.07
H: -0.3834 10.0561 -1.8071  0.07
H: -1.0625 9.8343 -0.1461  0.08
H: -1.8184 10.8524 -1.4031  0.07
H: -2.0547 8.6575 -2.8200  0.12
H: -0.5132 7.2094 -1.7422  0.07
H: -2.0632 6.3975 -1.6179  0.07
H: -1.4275 7.2356 -0.2392  0.08
H: -3.8611 7.9441 -1.3224  0.08
C: 2.1770 -8.5883 -9.9337  -0.06
C: 1.5788 -8.5355 -11.3420  -0.51
C: 1.7669 -9.7785 -12.1702  -0.07
O: 0.2049 -8.4133 -11.1853  -0.05
H: 1.9315 -7.7277 -9.3114  0.08
H: 3.2658 -8.5667 -9.9791  0.07
H: 1.9395 -9.4907 -9.3703  0.08
H: 1.9804 -7.6775 -11.8812  0.14
H: 1.4680 -10.7143 -11.6981  0.08
H: 2.8243 -9.9194 -12.3942  0.08
H: 1.2853 -9.8143 -13.1474  0.08
H: -0.1237 -9.2284 -10.7989  0.09
C: 7.5629 6.7512 -0.3313  -0.06
C: 7.0626 5.3675 -0.7145  -0.53
C: 5.8417 5.4300 -1.6298  -0.07
O: 8.0871 4.6072 -1.2575  -0.04
H: 8.3048 6.7095 0.4662  0.08
H: 6.7471 7.2729 0.1691  0.07
H: 7.7764 7.3863 -1.1911  0.08
H: 6.7127 4.8625 0.1859  0.14
H: 5.9381 6.0654 -2.5102  0.07
H: 5.0500 5.9288 -1.0708  0.08
H: 5.5315 4.4674 -2.0363  0.08
H: 8.4108 4.9968 -2.0730  0.09
C: 8.2785 2.6142 5.7108  -0.07
C: 8.6051 1.7265 6.8810  -0.51
C: 9.6752 0.6580 6.6363  -0.05
O: 9.0673 2.6454 7.8539  -0.06
H: 8.1202 1.9834 4.8361  0.08
H: 9.1389 3.1986 5.3848  0.08
H: 7.4290 3.2709 5.8982  0.08
H: 7.6601 1.3062 7.2252  0.13
H: 9.7379 -0.0833 7.4329  0.07
H: 10.6842 1.0487 6.5043  0.08
H: 9.4354 0.1344 5.7109  0.07
H: 9.0744 2.1748 8.6906  0.09
C: -0.3666 2.8960 -6.3373  -0.04
C: -1.1116 2.5724 -7.6647  -0.51
C: -2.4829 3.2053 -7.7054  -0.07
O: -0.4172 3.1896 -8.7011  -0.06
H: -1.0168 2.6511 -5.4974  0.07
H: 0.0514 3.9004 -6.2697  0.08
H: 0.4973 2.2370 -6.2507  0.07
H: -1.1925 1.5012 -7.8492  0.13
H: -2.3983 4.2917 -7.6767  0.09
H: -2.9560 3.0341 -6.7384  0.07
H: -3.1062 2.8627 -8.5314  0.08
H: -0.8689 2.9365 -9.5095  0.09
C: -7.4910 -0.9127 -5.1972  -0.07
C: -8.4395 -0.5593 -4.0729  -0.50
C: -8.0912 -1.4645 -2.9026  -0.07
O: -8.2283 0.7825 -3.6631  -0.05
H: -7.5674 -0.2257 -6.0400  0.07
H: -7.8755 -1.8471 -5.6060  0.08
H: -6.4376 -1.0986 -4.9874  0.08
H: -9.4793 -0.7401 -4.3458  0.13
H: -8.5368 -1.1807 -1.9493  0.08
H: -7.0277 -1.4688 -2.6637  0.08
H: -8.2164 -2.5315 -3.0869  0.08
H: -8.4868 1.3226 -4.4135  0.08
C: 2.6599 -9.8064 -2.7418  -0.08
O: 1.8801 -10.8811 -2.1633  -0.20
C: 0.9454 -10.4947 -1.1916  -0.24
C: 0.3197 -11.6714 -0.3583  -0.21
N: -0.5438 -12.5258 -1.1407  -0.06
C: -0.9793 -13.7028 -0.3736  -0.21
C: -1.3659 -14.9104 -1.2167  -0.20
O: -0.2263 -15.4590 -1.9737  -0.19
C: -0.5086 -16.7459 -2.5511  -0.11
H: 3.5292 -10.2103 -3.2608  0.08
H: 2.9880 -9.1517 -1.9345  0.08
H: 2.0326 -9.2503 -3.4384  0.08
H: 0.1596 -9.8959 -1.6521  0.12
H: 1.3908 -9.8944 -0.3982  0.11
H: -0.2573 -11.2064 0.4411  0.11
H: 1.1261 -12.1936 0.1565  0.11
H: -0.2325 -12.7474 -2.0756  0.11
H: -1.7786 -13.5004 0.3393  0.12
H: -0.1284 -14.0938 0.1842  0.11
H: -2.1944 -14.6480 -1.8747  0.12
H: -1.8146 -15.6938 -0.6060  0.11
H: -1.5528 -16.8050 -2.8581  0.08
H: -0.4717 -17.4765 -1.7430  0.08
H: 0.1401 -17.1953 -3.3030  0.08
C: 10.3134 9.3400 9.4025  -0.10
O: 9.7376 10.2429 8.4078  -0.22
C: 8.5232 9.7981 7.7296  -0.18
C: 8.5113 10.6004 6.4171  -0.20
N: 8.1865 12.0200 6.5254  -0.07
C: 6.8000 12.2781 7.0057  -0.18
C: 5.8713 11.9402 5.8570  -0.23
O: 5.4388 10.6014 6.1456  -0.20
C: 4.3484 10.1880 5.3140  -0.10
H: 10.7160 8.4306 8.9563  0.08
H: 9.5682 8.9470 10.0942  0.07
H: 11.0769 9.7577 10.0587  0.08
H: 7.6999 9.9559 8.4264  0.11
H: 8.6444 8.7355 7.5195  0.12
H: 7.8524 10.1404 5.6806  0.11
H: 9.5214 10.6279 6.0086  0.12
H: 8.8278 12.4401 7.1829  0.10
H: 6.6328 13.3268 7.2514  0.11
H: 6.6302 11.6673 7.8924  0.10
H: 6.3432 12.0636 4.8823  0.13
H: 5.0734 12.6826 5.8415  0.11
H: 4.7505 9.9729 4.3240  0.08
H: 3.6692 11.0112 5.0920  0.08
H: 3.8768 9.2586 5.6332  0.09
C: -1.8021 7.7918 16.6806  -0.12
O: -0.5216 7.2228 16.5815  -0.18
C: 0.4796 7.5390 17.5241  -0.23
C: 1.8106 6.8642 17.1584  -0.20
N: 2.1723 6.9426 15.7342  -0.04
C: 2.2574 8.3144 15.1970  -0.21
C: 2.5807 8.3103 13.7024  -0.23
O: 1.5299 7.5597 13.0674  -0.18
C: 1.7174 7.6160 11.6278  -0.11
H: -2.0865 8.2053 17.6482  0.08
H: -2.5048 7.0006 16.4189  0.09
H: -1.9737 8.6458 16.0253  0.08
H: 0.2057 7.2067 18.5255  0.12
H: 0.5638 8.6246 17.5738  0.11
H: 1.7682 5.8032 17.4045  0.12
H: 2.5226 7.3489 17.8263  0.11
H: 3.0528 6.4609 15.6208  0.11
H: 2.9341 9.0091 15.6947  0.11
H: 1.3068 8.8461 15.1553  0.11
H: 3.5398 7.8344 13.4978  0.11
H: 2.6489 9.3074 13.2674  0.12
H: 0.9813 6.9519 11.1748  0.08
H: 2.6932 7.2420 11.3177  0.08
H: 1.5614 8.5680 11.1204  0.08
C: 0.9501 1.9385 11.5456  -0.11
O: -0.3698 2.2381 11.9359  -0.17
C: -1.2852 1.5098 11.1610  -0.24
C: -2.7182 2.0642 11.3477  -0.19
N: -3.1584 2.3174 12.7390  -0.06
C: -3.3751 1.1039 13.4878  -0.22
C: -3.5896 1.3685 14.9748  -0.25
O: -2.4164 1.9224 15.5019  -0.19
C: -2.3945 1.9848 16.9674  -0.08
H: 1.6950 2.4750 12.1332  0.09
H: 1.0730 2.1477 10.4829  0.08
H: 1.0888 0.8610 11.6353  0.08
H: -1.2965 0.4647 11.4703  0.11
H: -1.1458 1.6050 10.0842  0.12
H: -3.4536 1.4306 10.8518  0.11
H: -2.7506 3.0267 10.8373  0.11
H: -4.0381 2.8135 12.7271  0.11
H: -2.4651 0.5043 13.4661  0.12
H: -4.2001 0.5576 13.0307  0.11
H: -3.7977 0.4691 15.5544  0.12
H: -4.3668 2.1308 15.0279  0.12
H: -3.1810 2.6408 17.3406  0.08
H: -1.4537 2.4959 17.1720  0.08
H: -2.3880 1.0450 17.5194  0.08
C: 7.6499 -2.1525 -11.0569  -0.12
O: 6.4283 -1.5708 -11.4595  -0.19
C: 5.3234 -2.4764 -11.4128  -0.20
C: 3.9896 -1.7736 -11.9038  -0.19
N: 4.0772 -1.5321 -13.3388  -0.10
C: 2.9596 -0.7822 -13.8304  -0.21
C: 3.3240 -0.1081 -15.2500  -0.19
O: 4.5535 0.5976 -15.1636  -0.18
C: 4.8848 1.2369 -16.3724  -0.12
H: 8.2892 -1.3322 -10.7306  0.09
H: 8.1137 -2.6391 -11.9149  0.09
H: 7.5755 -2.8322 -10.2081  0.08
H: 5.0909 -2.7777 -10.3914  0.11
H: 5.4915 -3.3827 -11.9946  0.12
H: 3.8876 -0.8188 -11.3881  0.11
H: 3.1296 -2.4331 -11.7869  0.12
H: 4.9231 -1.0027 -13.4947  0.10
H: 2.5877 -0.0519 -13.1117  0.10
H: 2.2163 -1.5783 -13.8743  0.11
H: 2.4391 0.4896 -15.4686  0.11
H: 3.3313 -0.9304 -15.9653  0.11
H: 4.1752 1.9812 -16.7338  0.08
H: 4.9909 0.4950 -17.1639  0.09
H: 5.7438 1.8943 -16.2381  0.09
C: -5.0553 -6.9146 0.9853  -0.08
O: -4.3120 -6.2092 2.0408  -0.20
C: -2.9117 -6.0802 1.8392  -0.23
C: -2.2223 -5.4183 3.0393  -0.19
N: -0.8037 -5.2578 2.6418  -0.09
C: 0.0675 -4.7745 3.7221  -0.20
C: 1.4978 -4.4068 3.2271  -0.25
O: 1.5402 -3.2615 2.4283  -0.21
C: 2.8363 -2.9491 1.7805  -0.05
H: -6.0250 -7.1681 1.4135  0.08
H: -4.6926 -7.8978 0.6856  0.07
H: -5.1068 -6.3507 0.0539  0.08
H: -2.7592 -5.4893 0.9360  0.12
H: -2.4374 -7.0414 1.6410  0.12
H: -2.2632 -5.9686 3.9792  0.12
H: -2.6586 -4.4427 3.2535  0.11
H: -0.7130 -4.5622 1.9152  0.10
H: 0.1831 -5.6185 4.4021  0.11
H: -0.4276 -3.9312 4.2034  0.12
H: 1.9436 -5.2556 2.7087  0.12
H: 2.0491 -4.2673 4.1570  0.11
H: 2.9073 -3.6586 0.9561  0.08
H: 3.6883 -3.0594 2.4513  0.08
H: 2.8990 -1.9342 1.3878  0.08
C: -1.6819 -2.9116 -4.5542  -0.12
O: -0.8562 -2.1003 -3.7702  -0.17
C: -1.4043 -1.7532 -2.5363  -0.23
C: -0.3007 -1.4826 -1.4747  -0.21
N: -0.7662 -0.9985 -0.1745  -0.06
C: -1.2174 0.4203 -0.1653  -0.18
C: -1.6174 0.7072 1.3508  -0.21
O: -0.4766 0.6878 2.1955  -0.20
C: 0.2399 1.9368 2.2312  -0.09
H: -1.2017 -3.0371 -5.5247  0.09
H: -2.7095 -2.5750 -4.6911  0.08
H: -1.7302 -3.8750 -4.0467  0.09
H: -2.0952 -2.5006 -2.1462  0.12
H: -1.9460 -0.8105 -2.4581  0.10
H: 0.4957 -0.8115 -1.7964  0.11
H: 0.2055 -2.4357 -1.3215  0.11
H: -0.0505 -1.1060 0.5301  0.09
H: -2.0366 0.6508 -0.8465  0.10
H: -0.4902 1.1559 -0.5093  0.10
H: -2.3061 -0.0452 1.7354  0.12
H: -2.2131 1.6194 1.3846  0.11
H: -0.3419 2.7791 2.6056  0.09
H: 0.7350 2.1117 1.2760  0.08
H: 1.0561 1.8361 2.9465  0.08
C: -7.8192 -8.3420 -10.2663  -0.09
O: -7.9494 -7.3382 -11.2604  -0.19
C: -6.8655 -7.4048 -12.1222  -0.27
C: -7.1067 -6.2867 -13.1563  -0.18
N: -8.3425 -6.6399 -13.8310  -0.07
C: -8.1696 -7.6657 -14.8660  -0.21
C: -9.4697 -7.8068 -15.5890  -0.21
O: -10.1403 -8.9514 -15.0257  -0.20
C: -11.4266 -9.1771 -15.6137  -0.11
H: -8.6630 -8.2451 -9.5831  0.09
H: -6.8885 -8.0979 -9.7541  0.08
H: -7.7016 -9.3490 -10.6666  0.09
H: -6.6127 -8.3691 -12.5630  0.12
H: -5.9486 -7.1267 -11.6024  0.12
H: -6.2082 -6.3548 -13.7696  0.12
H: -7.1694 -5.2996 -12.6984  0.12
H: -8.9944 -7.0412 -13.1721  0.10
H: -7.5615 -8.5196 -14.5673  0.12
H: -7.4995 -7.2053 -15.5920  0.11
H: -9.3035 -8.0673 -16.6343  0.11
H: -10.1411 -6.9483 -15.6066  0.13
H: -12.1247 -8.3455 -15.5174  0.08
H: -11.9429 -10.0947 -15.3319  0.09
H: -11.2348 -9.1442 -16.6862  0.07

Values from the calculation:
**Energy**: -4902.4231 Ha
**Lowest unoccupied orbital energy**: 0.26 eV
**Net charge**: 0

***

2.
Entry from the OMol25 dataset: a 7-piece molecular cluster, C69H72I3N7O17 overall (wB97M-V/def2-TZVPD).

Last column: Löwdin charge in e.
CARTESIAN COORDINATES (ANGSTROEM)
C: 3.1453 1.7373 -0.3636  -0.09
C: 1.7716 0.7827 -0.4336  -0.22
O: 1.5430 0.3025 0.9176  -0.14
N: 0.7681 -0.7919 1.0020  -0.06
C: 1.5521 -2.0511 1.3771  -0.15
C: 2.8643 -2.3174 0.3683  -0.13
C: 3.1617 -3.9533 0.1697  -0.17
C: 3.7547 -4.6915 1.4991  -0.16
C: 5.2496 -4.5167 2.1484  -0.03
C: 5.6071 -5.3954 3.5128  -0.07
C: 4.5625 -6.4382 4.2525  -0.06
C: 3.0544 -6.5875 3.6238  -0.06
C: 2.6959 -5.7267 2.2779  -0.04
C: 2.1889 -2.0413 2.8749  -0.08
C: 1.2681 -1.1451 3.9116  -0.31
C: 1.4609 -1.9451 5.3515  -0.05
C: 2.0817 0.2579 4.0393  -0.23
C: 2.2765 0.8775 5.5418  -0.68
C: 3.7863 0.5890 6.1960  -0.20
I: 2.2377 3.0944 5.2575  0.74
C: -0.3365 -1.0268 3.4314  -0.14
C: -1.0659 -0.1665 4.5839  -0.12
C: -2.5612 0.3902 4.4802  -0.64
O: -2.8213 1.5393 5.1818  -0.19
I: -4.4004 -0.2782 3.5435  0.92
C: -0.9389 -2.5663 3.7416  -0.39
O: -0.4011 -3.7148 3.3463  -0.12
O: -2.2460 -2.8023 4.4457  -0.27
C: -0.5100 -0.5884 1.8506  -0.17
C: -1.5871 -1.6575 1.1355  -0.04
C: -2.1458 -1.2302 -0.3594  -0.22
O: -1.5254 -1.4385 -1.5232  -0.03
C: -3.6683 -0.5491 -0.5047  -0.09
C: -3.9483 1.0318 -0.8354  -0.01
C: -5.5562 1.4667 -0.9872  -0.04
C: -6.7997 0.3679 -0.8098  -0.06
C: -6.4901 -1.2154 -0.4798  -0.06
C: -4.9146 -1.6507 -0.3262  -0.03
C: -1.1013 0.8668 1.5023  -0.16
C: -0.7669 2.2100 2.2776  -0.64
C: -2.1934 3.0807 2.4395  -0.20
I: 0.4802 3.7157 1.1974  0.85
H: 4.0470 1.2838 -0.9536  0.09
H: 2.9035 2.7823 -0.8748  0.03
H: 3.4822 1.9141 0.7661  0.10
H: 0.9011 1.4858 -0.8509  0.10
H: 1.9831 0.0099 -1.2700  0.13
H: 0.5303 -0.9912 -0.0183  0.18
H: 0.9538 -3.0488 1.2535  0.15
H: 2.6766 -1.9518 -0.7276  0.10
H: 3.8357 -1.7704 0.7473  0.13
H: 3.9501 -4.0686 -0.7200  0.13
H: 2.1044 -4.4062 -0.1454  0.12
H: 6.0262 -3.7739 1.6459  0.09
H: 6.6898 -5.2981 4.0006  0.08
H: 4.8126 -7.0866 5.2008  0.08
H: 2.1967 -7.2875 4.0658  0.10
H: 1.5920 -5.8422 1.8383  0.09
H: 3.3273 -1.7825 2.8673  0.12
H: 2.1382 -3.1698 3.2653  0.12
H: 1.2823 -3.1193 5.2660  0.11
H: 2.6296 -1.8694 5.5898  0.10
H: 0.9165 -1.4490 6.2561  0.08
H: 1.5100 1.0632 3.4070  0.05
H: 3.1823 0.2478 3.5739  0.13
H: 1.4023 0.6733 6.2911  0.08
H: 4.6443 0.6552 5.3771  0.09
H: 3.8332 -0.4279 6.7936  0.08
H: 3.9728 1.5066 6.9352  0.05
H: -0.4089 0.7645 4.9530  0.12
H: -1.0571 -0.8379 5.5782  0.16
H: -2.5821 -1.7877 1.7370  0.08
H: -1.1501 -2.7310 0.9891  0.14
H: -3.0533 1.7733 -0.9833  0.09
H: -5.8802 2.5753 -1.2605  0.08
H: -7.9296 0.6760 -0.9122  0.08
H: -7.2966 -2.0642 -0.3717  0.09
H: -4.6845 -2.8015 -0.1075  0.11
H: -0.8749 1.0919 0.3492  0.12
H: -2.2927 0.7504 1.5355  0.09
H: -0.3238 2.1954 3.3452  0.03
H: -2.1018 3.9182 3.2545  0.09
H: -3.1201 2.4114 2.6628  0.04
H: -2.4122 3.6185 1.4014  0.04
C: 6.0773 4.1362 -5.9206  -0.07
C: 5.0083 3.2466 -6.0391  -0.05
C: 4.0513 3.1636 -5.0258  0.00
C: 4.1728 3.9830 -3.8951  -0.13
C: 5.2492 4.8714 -3.7700  0.00
C: 6.2015 4.9435 -4.7886  -0.06
N: 3.1563 3.9186 -2.8382  -0.31
O: 2.2296 3.1064 -2.9769  0.03
O: 3.2805 4.6826 -1.8702  0.05
H: 6.8179 4.2014 -6.7158  0.11
H: 4.9192 2.6196 -6.9237  0.11
H: 3.2241 2.4653 -5.1332  0.10
H: 5.3584 5.5096 -2.8956  0.12
H: 7.0391 5.6322 -4.7022  0.11
C: 0.8434 -4.0956 9.0428  -0.07
C: 0.3670 -5.2980 8.5181  -0.06
C: 1.2607 -6.3132 8.1715  0.00
C: 2.6354 -6.1143 8.3597  -0.15
C: 3.1170 -4.9052 8.8790  0.00
C: 2.2137 -3.8962 9.2193  -0.07
N: 3.5782 -7.1872 8.0211  -0.33
O: 3.1146 -8.2348 7.5464  0.05
O: 4.7826 -6.9858 8.2330  0.05
H: 0.1423 -3.3091 9.3168  0.11
H: -0.7022 -5.4453 8.3821  0.11
H: 0.8736 -7.2445 7.7638  0.12
H: 4.1816 -4.7356 9.0256  0.12
H: 2.5774 -2.9552 9.6260  0.11
C: -0.5668 -10.3445 -0.7078  -0.07
C: 0.4668 -11.0515 -1.3243  -0.07
C: 1.7393 -10.4857 -1.4243  0.00
C: 1.9678 -9.2072 -0.8970  -0.14
C: 0.9301 -8.4921 -0.2845  0.00
C: -0.3390 -9.0672 -0.1929  -0.06
N: 3.3096 -8.6174 -0.9763  -0.32
O: 4.1963 -9.2737 -1.5426  0.06
O: 3.4798 -7.4995 -0.4690  0.05
H: -1.5559 -10.7921 -0.6272  0.11
H: 0.2811 -12.0460 -1.7245  0.11
H: 2.5342 -11.0496 -1.9075  0.12
H: 1.0923 -7.4970 0.1246  0.10
H: -1.1504 -8.5213 0.2834  0.11
C: -1.3584 4.9078 -5.1426  -0.05
C: -0.3478 3.9867 -4.8623  -0.05
C: 0.4050 3.4359 -5.9011  0.00
C: 0.1392 3.8198 -7.2228  -0.14
C: -0.8798 4.7385 -7.5077  0.00
C: -1.6278 5.2804 -6.4606  -0.04
N: 0.9440 3.2637 -8.3171  -0.32
O: 1.8237 2.4396 -8.0260  0.04
O: 0.7008 3.6530 -9.4683  0.07
H: -1.9389 5.3388 -4.3288  0.06
H: -0.1448 3.7001 -3.8326  0.10
H: 1.1891 2.7194 -5.6661  0.09
H: -1.1000 5.0415 -8.5292  0.09
H: -2.4190 5.9966 -6.6713  0.10
C: -5.2584 8.0578 0.7674  -0.07
C: -4.2478 7.1367 1.0477  -0.06
C: -3.4950 6.5859 0.0089  0.00
C: -3.7608 6.9698 -1.3128  -0.14
C: -4.7798 7.8885 -1.5977  0.00
C: -5.5278 8.4304 -0.5506  -0.07
N: -2.9560 6.4137 -2.4071  -0.30
O: -2.0763 5.5896 -2.1160  0.06
O: -3.1992 6.8030 -3.5583  0.06
H: -5.8389 8.4888 1.5812  0.11
H: -4.0448 6.8501 2.0774  0.11
H: -2.7109 5.8694 0.2439  0.10
H: -5.0000 8.1915 -2.6192  0.12
H: -6.3190 9.1466 -0.7613  0.11
C: -7.4668 4.4934 -8.9039  -0.07
C: -6.4332 3.7863 -9.5203  -0.07
C: -5.1607 4.3522 -9.6203  0.01
C: -4.9322 5.6306 -9.0930  -0.14
C: -5.9699 6.3458 -8.4805  0.00
C: -7.2390 5.7707 -8.3890  -0.07
N: -3.5904 6.2204 -9.1723  -0.31
O: -2.7037 5.5642 -9.7386  0.05
O: -3.4202 7.3384 -8.6651  0.06
H: -8.4559 4.0457 -8.8233  0.11
H: -6.6189 2.7919 -9.9206  0.11
H: -4.3658 3.7882 -10.1036  0.12
H: -5.8077 7.3408 -8.0715  0.12
H: -8.0504 6.3166 -7.9126  0.11

Values from the calculation:
**SMILES**: CCO[N@H+]1[C@@H](CCc2ccccc2)C[C@@](C)(C[C@@H](C)I)[C@](CC(=O)I)(C(=O)[O-])[C@@]1(CC(=O)c1ccccc1)C[C@H](C)I.O=[N+]([O-])c1ccccc1.O=[N+]([O-])c1ccccc1.O=[N+]([O-])c1ccccc1.O=[N+]([O-])c1ccccc1.O=[N+]([O-])c1ccccc1.O=[N+]([O-])c1ccccc1
**Energy**: -5226.2716 Ha
**Lowest unoccupied orbital energy**: -1.13 eV
**Net charge**: 0

***

Max |F| (hartree/bohr)
0.057 0.166